Record 1
ORCA calculation (the ωB97M-V functional and the def2-TZVPD basis) on 5 unconnected molecules or ions with the total composition C17H25ClIN3O13P.

Structure (XYZ):
```
61
Properties=species:S:1:pos:R:3
C -1.924 -0.136 2.613
C -1.804 1.059 3.600
N -0.388 1.391 3.985
N 0.341 1.433 2.787
C 0.202 2.331 1.774
N 1.107 1.926 0.844
C 1.848 0.793 1.198
P 3.179 -0.169 0.275
O 2.813 -0.067 -1.384
Cl 2.836 -2.188 0.771
C 1.335 0.496 2.511
I 1.812 -0.993 3.946
H -1.404 -1.040 3.008
H -2.993 -0.383 2.418
H -1.481 0.067 1.604
H -2.325 0.774 4.547
H -2.278 1.983 3.191
H -0.341 2.354 4.339
H -0.491 3.195 1.722
H 1.177 2.430 -0.036
H 2.580 0.862 -1.580
C -4.795 0.335 -1.639
C -4.890 -0.470 -0.374
O -3.894 0.138 0.458
C -3.711 1.404 0.009
O -3.065 2.234 0.588
O -4.340 1.609 -1.166
H -5.750 0.427 -2.149
H -4.058 -0.065 -2.338
H -5.863 -0.375 0.113
H -4.678 -1.523 -0.533
C 2.414 4.321 3.671
C 3.581 4.218 2.724
O 4.321 5.398 3.005
C 4.001 5.788 4.273
O 4.563 6.637 4.875
O 2.946 5.066 4.754
H 2.061 3.345 4.008
H 1.572 4.875 3.240
H 4.211 3.348 2.929
H 3.273 4.193 1.678
C 3.647 -2.594 -3.719
C 5.113 -2.528 -3.387
O 5.730 -2.646 -4.665
C 4.824 -2.235 -5.596
O 5.073 -2.052 -6.740
O 3.592 -2.061 -5.037
H 3.041 -2.004 -3.033
H 3.268 -3.619 -3.737
H 5.399 -1.571 -2.942
H 5.429 -3.333 -2.726
C -3.064 -4.551 -2.172
C -3.458 -4.861 -3.590
O -4.680 -4.140 -3.741
C -4.674 -3.133 -2.836
O -5.471 -2.247 -2.811
O -3.641 -3.263 -1.960
H -1.984 -4.522 -2.034
H -3.493 -5.254 -1.454
H -2.735 -4.487 -4.318
H -3.612 -5.925 -3.759
```

Charge: +1
Highest occupied orbital energy, eV: -12.706
Frontier orbital gap, eV: 8.96
Spin multiplicity: 1

***

Record 2
ORCA calculation (the ωB97M-V functional and the def2-TZVPD basis) on 13 unconnected molecules or ions with the total composition C7H36O12.

Structure (XYZ):
```
55
Properties=species:S:1:pos:R:3
C 0.815 -3.114 1.807
C 1.370 -1.676 1.767
C 0.757 -0.892 0.664
C 0.363 0.387 0.792
C -0.284 1.130 -0.277
C 0.192 2.246 -0.851
C -0.538 2.935 -1.940
H -0.249 -3.084 1.889
H 1.071 -3.644 0.849
H 1.221 -3.694 2.709
H 2.482 -1.727 1.605
H 1.167 -1.213 2.755
H 0.704 -1.409 -0.362
H 0.484 0.905 1.730
H -1.260 0.704 -0.562
H 1.150 2.702 -0.552
H -1.598 3.123 -1.653
H -0.561 2.354 -2.903
H -0.067 3.883 -2.141
H 2.836 -0.416 -1.048
H 3.911 -1.375 -0.457
O 3.530 -0.458 -0.375
H -1.615 -0.394 2.582
H -1.586 0.284 4.130
O -1.131 0.298 3.213
H -2.141 0.543 -2.501
H -3.594 0.825 -2.838
O -2.897 1.127 -2.278
H -1.061 -1.396 -1.628
H -0.197 -1.529 -2.959
O -0.739 -0.886 -2.440
H 1.328 3.112 1.629
H 2.778 2.534 1.525
O 2.253 3.305 1.264
H -3.121 1.478 0.790
H -3.419 1.012 -0.616
O -3.586 0.828 0.285
H -2.034 -1.641 0.900
H -3.006 -0.535 1.174
O -2.573 -1.276 1.614
H -1.331 2.835 1.407
H -1.665 1.709 2.421
O -2.064 2.395 1.825
H 1.507 -2.319 -4.203
H 1.879 -1.731 -2.911
O 1.313 -2.372 -3.315
H 2.532 0.494 2.354
H 3.422 0.534 1.086
O 3.308 0.924 1.932
H -2.204 -3.162 -0.731
H -0.801 -3.141 -0.177
O -1.485 -2.568 -0.491
H 1.886 1.040 -2.000
H 0.794 -0.106 -2.177
O 1.753 0.114 -2.314
```

Highest occupied orbital energy, eV: -8.824
Relative energy (zero: lowest compared OMol25 entry of this formula, charge and spin), kcal per mole: 37.1
Frontier orbital gap, eV: 8.73
Spin multiplicity: 1

***

Record 3
ORCA calculation (the ωB97M-V functional and the def2-TZVPD basis) on a molecular structure, C47H57ClNbO4.

Structure (XYZ):
```
110
Properties=species:S:1:pos:R:3
C 2.466 2.274 -2.026
C 1.243 1.383 -2.144
O 0.481 1.469 -0.964
Nb -1.467 0.804 -1.031
O -1.353 -0.083 -2.879
Cl -2.130 2.958 -2.062
O -1.039 -1.011 -0.218
C -0.109 -1.002 0.840
C 1.117 -1.884 0.539
C 1.081 -2.536 -0.797
O 1.199 -2.956 1.492
H 3.019 2.234 -2.957
H 3.067 1.987 -1.180
H 2.119 3.284 -1.886
H 0.687 1.714 -3.011
H 1.589 0.363 -2.274
H -1.822 1.542 0.585
H -3.238 0.352 -1.033
H -1.453 -1.038 -2.721
H 0.188 0.000 1.123
H -0.586 -1.444 1.708
H 2.032 -1.305 0.619
H 1.196 -1.829 -1.600
H 0.192 -3.121 -0.923
H 1.915 -3.221 -0.835
H 1.384 -2.596 2.369
C -0.118 5.390 -0.067
C 0.646 5.382 1.092
C 1.056 6.578 1.665
C 0.698 7.785 1.082
C -0.067 7.794 -0.076
C -0.473 6.597 -0.651
H -0.438 4.458 -0.513
H 0.919 4.439 1.547
H 1.655 6.569 2.567
H 1.015 8.719 1.530
H -0.349 8.737 -0.531
H -1.068 6.602 -1.555
C -1.043 -2.082 -5.901
C 0.128 -1.756 -5.234
C 1.314 -2.398 -5.564
C 1.331 -3.361 -6.564
C 0.159 -3.684 -7.234
C -1.028 -3.046 -6.900
H -1.966 -1.581 -5.639
H 0.111 -1.003 -4.456
H 2.227 -2.147 -5.040
H 2.259 -3.857 -6.821
H 0.171 -4.433 -8.015
H -1.943 -3.302 -7.419
C 6.245 -1.439 -5.540
C 5.382 -2.159 -4.727
C 4.972 -3.429 -5.104
C 5.430 -3.982 -6.291
C 6.296 -3.263 -7.103
C 6.701 -1.991 -6.728
H 6.561 -0.446 -5.248
H 5.026 -1.728 -3.800
H 4.292 -3.987 -4.474
H 5.110 -4.974 -6.585
H 6.653 -3.695 -8.029
H 7.372 -1.427 -7.364
C -1.339 12.710 -0.703
C -2.568 12.959 -1.296
C -3.662 12.163 -0.989
C -3.528 11.120 -0.083
C -2.300 10.872 0.512
C -1.205 11.665 0.200
H -0.485 13.328 -0.946
H -2.674 13.774 -2.001
H -4.619 12.353 -1.457
H -4.380 10.498 0.157
H -2.194 10.057 1.217
H -0.245 11.466 0.660
C 1.894 -5.864 3.927
C 0.712 -5.657 3.229
C -0.368 -6.504 3.437
C -0.270 -7.548 4.347
C 0.913 -7.752 5.045
C 1.997 -6.912 4.832
H 2.739 -5.206 3.762
H 0.632 -4.838 2.527
H -1.289 -6.345 2.892
H -1.116 -8.202 4.513
H 0.988 -8.565 5.756
H 2.921 -7.074 5.373
C -6.210 -2.597 1.348
C -5.075 -2.387 0.577
C -3.877 -2.035 1.182
C -3.817 -1.899 2.562
C -4.951 -2.111 3.334
C -6.150 -2.458 2.727
H -7.145 -2.867 0.872
H -5.123 -2.492 -0.498
H -2.993 -1.863 0.580
H -2.884 -1.623 3.035
H -4.902 -2.002 4.411
H -7.036 -2.618 3.329
C -1.842 -3.219 7.981
C -0.725 -2.864 8.722
C 0.500 -3.461 8.459
C 0.608 -4.409 7.452
C -0.509 -4.764 6.708
C -1.734 -4.170 6.975
H -2.798 -2.754 8.185
H -0.808 -2.119 9.503
H 1.372 -3.185 9.039
H 1.563 -4.872 7.242
H -0.423 -5.500 5.922
H -2.606 -4.448 6.396
```

Charge: -1
Highest occupied orbital energy, eV: -5.811
Frontier orbital gap, eV: 8.08
Spin multiplicity: 1

***

Record 4
ORCA calculation (the ωB97M-V functional and the def2-TZVPD basis) on CH2BrNO3 in the gas phase.

Structure (XYZ):
```
8
Properties=species:S:1:pos:R:3
O -2.259 -1.106 0.239
N -1.176 -0.840 -0.193
O -0.472 -1.259 -1.075
O -0.572 0.294 0.538
C 0.682 0.817 0.118
Br 2.093 -0.499 0.522
H 0.847 1.030 -1.023
H 0.857 1.562 0.875
```

Structure (SMILES): O=[N+]([O-])OCBr
Highest occupied orbital energy, eV: -10.575
Relative energy (zero: lowest compared OMol25 entry of this formula, charge and spin), kcal per mole: 32.0
Frontier orbital gap, eV: 10.46
Spin multiplicity: 1

***

Record 5
ORCA calculation (the ωB97M-V functional and the def2-TZVPD basis) on 10 unconnected molecules or ions with the total composition H20O10.

Structure (XYZ):
```
30
Properties=species:S:1:pos:R:3
O 22.183 -16.168 -2.560
H 22.157 -15.547 -3.288
H 22.368 -15.629 -1.791
O 23.864 -12.781 -4.806
H 23.948 -12.409 -3.928
H 24.020 -12.043 -5.395
O 23.388 -19.528 -0.258
H 23.673 -18.851 -0.871
H 24.171 -20.058 -0.104
O 21.263 -13.653 0.461
H 21.068 -13.515 1.388
H 21.122 -12.797 0.056
O 25.010 -18.251 -5.201
H 24.703 -17.599 -4.572
H 24.239 -18.789 -5.385
O 20.046 -11.779 -7.090
H 20.411 -10.911 -6.917
H 20.513 -12.360 -6.490
O 20.630 -21.132 -2.883
H 21.134 -20.589 -2.277
H 20.186 -21.769 -2.322
O 25.226 -12.016 -1.226
H 24.352 -11.878 -0.862
H 25.537 -12.817 -0.805
O 18.489 -17.156 -1.273
H 19.394 -16.978 -1.530
H 18.544 -17.393 -0.347
O 20.527 -17.709 2.762
H 21.177 -17.896 2.085
H 20.781 -16.854 3.110
```

Structure (SMILES): O.O.O.O.O.O.O.O.O.O
Highest occupied orbital energy, eV: -11.174
Relative energy (zero: lowest compared OMol25 entry of this formula, charge and spin), kcal per mole: 81.1
Frontier orbital gap, eV: 10.80
Spin multiplicity: 1

***

Record 6
ORCA calculation (the ωB97M-V functional and the def2-TZVPD basis) on C6H9ClN2O2 in the gas phase.

Structure (XYZ):
```
20
Properties=species:S:1:pos:R:3
C 1.729 1.404 2.842
O 1.100 1.390 1.458
C 1.053 0.184 0.872
O 1.603 -0.810 1.310
C 0.338 0.120 -0.417
N -0.340 1.039 -1.260
N -1.219 0.303 -0.304
C -1.780 -0.809 -1.001
C -0.771 -1.588 -1.805
C 0.494 -1.254 -1.080
Cl 1.957 -1.260 -2.102
H 2.584 2.044 2.687
H 1.766 0.356 3.056
H 0.938 1.756 3.593
H -0.129 1.940 -0.836
H -2.605 -0.425 -1.501
H -2.203 -1.528 -0.257
H -0.997 -2.643 -1.824
H -0.718 -1.236 -2.827
H 0.566 -1.989 -0.367
```

Structure (SMILES): COC(=O)[C@]12NN1CC[C@H]2Cl
Highest occupied orbital energy, eV: -10.186
Relative energy (zero: lowest compared OMol25 entry of this formula, charge and spin), kcal per mole: 57.9
Frontier orbital gap, eV: 11.01
Spin multiplicity: 1

***

Record 7
ORCA calculation (the ωB97M-V functional and the def2-TZVPD basis) on 2 unconnected molecules or ions with the total composition C3H7OS.

Structure (XYZ):
```
12
Properties=species:S:1:pos:R:3
S -1.687 2.502 -0.634
H -1.256 3.756 -0.441
C 0.884 -0.347 1.375
C 0.552 -0.359 0.053
O 0.679 0.594 -0.793
C -0.060 -1.629 -0.540
H 0.656 -1.219 1.975
H 1.288 0.535 1.854
H -0.440 1.937 -0.668
H -0.284 -2.417 0.185
H -0.960 -1.317 -1.075
H 0.627 -2.037 -1.289
```

Charge: -1
Highest occupied orbital energy, eV: -2.681
Relative energy (zero: lowest compared OMol25 entry of this formula, charge and spin), kcal per mole: 17.2
Frontier orbital gap, eV: 6.35
Spin multiplicity: 1

***

Record 8
ORCA calculation (the ωB97M-V functional and the def2-TZVPD basis) on a molecular structure, C38H39AsCsF5N4O7S2.

Structure (XYZ):
```
97
Properties=species:S:1:pos:R:3
Cs -0.922 -0.291 -0.353
O -3.511 -2.896 -0.560
C -3.997 -1.724 -1.187
C -3.462 -1.530 -2.637
N -2.230 -0.754 -2.771
C -1.063 -1.525 -3.265
C -0.752 -2.849 -2.440
O -0.554 -3.878 -3.082
O -0.700 -2.726 -1.175
C -2.370 0.583 -3.372
C -1.195 1.612 -3.122
O -0.662 2.132 -4.105
O -0.932 1.851 -1.906
H -2.536 -2.930 -0.631
H -3.780 -0.844 -0.566
H -5.087 -1.800 -1.223
H -4.241 -1.048 -3.243
H -3.299 -2.528 -3.060
H -0.172 -0.881 -3.220
H -1.207 -1.840 -4.311
H -3.265 1.045 -2.944
H -2.482 0.533 -4.470
C 0.538 -6.294 3.130
C 1.854 -5.894 2.983
C 2.145 -4.666 2.418
C 1.120 -3.825 2.004
C -0.201 -4.234 2.147
C -0.491 -5.469 2.711
As 1.342 -2.090 1.175
C 2.865 -2.525 -0.003
C 4.150 -2.024 0.119
C 5.170 -2.531 -0.673
C 4.913 -3.550 -1.574
C 3.624 -4.048 -1.696
C 2.600 -3.537 -0.918
C 2.337 -1.086 2.516
C 2.447 -1.424 3.855
C 3.063 -0.562 4.749
C 3.577 0.645 4.314
C 3.461 0.996 2.974
C 2.834 0.140 2.086
H 0.314 -7.262 3.564
H 2.659 -6.547 3.299
H 3.175 -4.356 2.280
H -1.013 -3.609 1.796
H -1.524 -5.777 2.803
H 4.373 -1.246 0.841
H 6.173 -2.128 -0.572
H 5.708 -3.942 -2.197
H 3.395 -4.819 -2.421
H 1.595 -3.924 -1.045
H 2.048 -2.367 4.213
H 3.139 -0.837 5.796
H 4.057 1.319 5.014
H 3.841 1.944 2.612
H 2.725 0.444 1.050
O -0.412 1.238 1.747
S -1.144 2.547 1.396
C -1.306 3.351 3.003
C 0.104 3.790 3.348
C 0.587 4.532 2.102
C 0.204 3.668 0.897
H -1.781 2.629 3.663
H -2.001 4.185 2.888
H 0.721 2.905 3.514
H 0.132 4.402 4.252
H 1.659 4.728 2.112
H 0.074 5.495 2.037
H 0.999 2.991 0.590
H -0.105 4.232 0.021
F -9.307 4.597 0.096
C -8.218 3.949 0.563
C -8.105 2.566 0.439
F -9.094 1.874 -0.158
C -6.988 1.913 0.928
F -6.954 0.582 0.769
C -5.937 2.584 1.576
S -4.539 1.755 2.256
C -6.083 3.978 1.658
F -5.129 4.730 2.236
C -7.188 4.652 1.180
F -7.281 5.991 1.306
C 4.010 3.315 -3.723
N 3.417 2.031 -3.528
C 3.969 0.804 -4.038
C 3.010 -0.241 -3.422
O 2.998 -1.413 -3.730
N 2.159 0.405 -2.553
C 2.392 1.692 -2.675
N 1.691 2.631 -2.009
H 4.301 3.434 -4.769
H 4.900 3.471 -3.097
H 3.302 4.114 -3.507
H 4.993 0.625 -3.690
H 3.946 0.747 -5.128
H 0.695 2.341 -1.838
H 1.718 3.550 -2.424
```

Charge: -2
Highest occupied orbital energy, eV: -2.199
Relative energy (zero: lowest compared OMol25 entry of this formula, charge and spin), kcal per mole: 46.0
Frontier orbital gap, eV: 5.53
Spin multiplicity: 1

***

Record 9
ORCA calculation (the ωB97M-V functional and the def2-TZVPD basis) on 3 unconnected molecules or ions with the total composition C2H11N2O2.

Structure (XYZ):
```
17
Properties=species:S:1:pos:R:3
C 0.521 0.294 0.237
C 0.352 -0.179 1.487
N 0.531 0.716 2.612
N 0.172 -0.367 -0.896
H 0.889 1.315 0.098
H 0.440 -1.247 1.697
H 1.368 0.604 3.201
H -0.251 0.605 3.269
H 0.426 1.705 2.363
H -0.617 -0.976 -0.719
H 0.131 0.138 -1.772
H -3.472 -1.523 -0.902
H -3.094 -1.183 0.426
O -2.647 -1.312 -0.428
H 1.910 0.812 -2.837
H 1.941 0.059 -4.234
O 1.398 0.540 -3.604
```

Charge: +1
Highest occupied orbital energy, eV: -12.827
Relative energy (zero: lowest compared OMol25 entry of this formula, charge and spin), kcal per mole: 47.4
Frontier orbital gap, eV: 9.28
Spin multiplicity: 1

***

Record 10
ORCA calculation (the ωB97M-V functional and the def2-TZVPD basis) on 11 unconnected molecules or ions with the total composition C6H29NO11.

Structure (XYZ):
```
47
Properties=species:S:1:pos:R:3
C -2.582 -1.371 -1.692
N -2.586 -0.819 -0.563
C -1.876 -1.265 0.561
C -2.409 -2.006 1.539
C -0.599 -0.488 0.887
C 0.628 -1.184 0.351
C 0.992 -2.541 0.898
O 2.099 -2.987 0.679
H -2.212 -2.360 -1.945
H -3.126 -0.899 -2.489
H -1.911 -2.105 2.489
H -3.253 -2.662 1.326
H -0.513 0.595 0.651
H -0.672 -0.426 1.999
H 0.899 -0.979 -0.719
H 1.586 -0.671 0.739
H 0.253 -3.083 1.504
O -1.159 0.980 -3.872
H -2.001 1.448 -3.882
H -0.614 1.343 -4.576
O 1.207 2.026 2.714
H 1.629 1.771 1.890
H 0.505 2.662 2.492
O -2.944 2.016 0.452
H -3.070 1.080 0.646
H -3.501 2.631 0.932
O -0.905 -4.372 0.012
H -1.186 -3.512 0.329
H 0.026 -4.578 0.123
O 3.138 -1.288 -1.466
H 2.436 -1.960 -1.475
H 3.574 -1.287 -0.608
O 3.018 1.263 -2.121
H 2.937 0.329 -1.829
H 3.506 1.331 -2.946
O 1.406 -0.600 3.609
H 2.115 -0.161 4.102
H 1.210 0.213 3.091
O 2.144 2.807 0.038
H 1.856 2.979 -0.862
H 2.716 2.030 -0.069
O -0.778 3.332 1.291
H -1.488 3.000 0.703
H -0.037 3.388 0.666
O 0.045 2.330 -1.555
H -0.794 1.846 -1.566
H 0.293 2.202 -2.477
```

Structure (SMILES): C=NC(=C)CCC=O.O.O.O.O.O.O.O.O.O.O
Highest occupied orbital energy, eV: -9.597
Relative energy (zero: lowest compared OMol25 entry of this formula, charge and spin), kcal per mole: 46.4
Frontier orbital gap, eV: 9.55
Spin multiplicity: 1

***

Record 11
ORCA calculation (the ωB97M-V functional and the def2-TZVPD basis) on 2 unconnected molecules or ions with the total composition C4H12.

Structure (XYZ):
```
16
Properties=species:S:1:pos:R:3
C 0.776 1.369 -0.828
C 1.925 2.301 -0.345
H 1.097 0.327 -1.126
H -0.026 1.282 -0.051
H 0.429 1.867 -1.800
H 1.391 2.912 0.574
H 2.005 3.059 -1.187
H 2.719 1.702 -0.104
C -0.852 -1.688 -0.044
C -1.602 -2.029 1.256
H -1.565 -1.024 -0.741
H 0.072 -1.239 0.242
H -0.650 -2.646 -0.620
H -1.365 -2.990 1.644
H -2.725 -1.821 1.001
H -1.630 -1.383 2.128
```

Structure (SMILES): CC.CC
Highest occupied orbital energy, eV: -11.090
Relative energy (zero: lowest compared OMol25 entry of this formula, charge and spin), kcal per mole: 38.3
Frontier orbital gap, eV: 12.17
Spin multiplicity: 1